Formula: C66H159O42P9S3
Source: the OMol25 dataset
Level of theory: ωB97M-V with the def2-TZVPD basis set

Atoms and positions in Å:
H  2.0535  -5.2290  -1.5117
H  1.3523  -7.1678  5.7684
C  4.8285  -4.4049  -0.2682
H  -3.0772  2.3873  4.3337
H  -4.8510  1.5063  -0.1167
C  2.1663  4.6444  -3.6590
H  5.0312  1.0088  -5.9567
C  1.7470  -4.2351  -1.8377
P  -3.8765  -2.5362  1.2637
C  -6.1995  0.4323  -4.0987
C  6.3760  -0.3183  -0.7006
H  1.6300  -8.8515  5.2739
H  5.3518  -4.6490  1.8883
C  -0.1301  -1.8177  -7.7381
H  1.1051  3.3096  1.1222
H  -5.0817  -4.6158  -0.5265
O  5.1433  -2.9838  -0.4846
H  -0.7670  1.9982  -4.4917
C  1.5385  -7.8250  4.9190
C  7.8066  4.8269  -2.7598
H  -4.1371  -8.0586  2.7060
C  -0.8819  0.2884  0.9392
H  3.6553  -2.8036  -7.1913
C  -1.6099  8.2800  2.2221
H  -0.8070  5.4107  -1.9958
C  1.4831  1.4309  7.6795
C  -1.7066  1.4468  2.8657
C  -2.8049  -3.7414  -2.3478
H  4.0179  1.3742  1.8118
O  -3.6867  3.8110  -2.8723
H  1.6822  -1.3774  0.1855
H  -7.5918  0.9107  -5.7314
C  0.0345  -0.6182  3.4930
H  -1.4646  1.9792  5.0277
H  -0.9180  -1.3425  -8.3224
H  6.6598  1.8426  -0.4953
H  -5.9089  -6.0113  0.0262
P  0.7971  -3.7076  -4.2817
H  0.0673  4.0564  -3.2140
O  0.3983  -1.0892  4.7736
O  0.9382  0.0647  -6.6828
C  2.1102  0.6090  -2.3474
H  3.7932  0.6207  0.2990
H  2.0705  -2.1751  -1.4902
C  -1.3400  -1.0056  3.0768
C  -5.9114  -1.7838  2.7671
H  -3.1960  2.5979  -4.1044
C  -3.2393  -7.4908  2.4618
H  2.3195  5.6987  -3.4287
O  -3.0921  5.1478  4.8352
C  6.3922  1.1164  -1.2629
H  2.4105  -2.4658  3.8434
H  -5.4563  -1.0169  0.5452
H  -0.0295  7.0206  2.1737
H  0.6642  -4.2424  -1.7130
H  -3.6000  -4.4775  -2.2291
O  3.9717  4.0580  2.1361
H  -1.1853  2.2244  0.5368
O  -1.4706  3.5410  3.8628
H  -4.2225  0.9998  1.4577
P  -4.1150  -0.3858  -2.6683
H  -4.1487  -6.0335  0.0494
H  -1.8167  0.3700  2.9946
H  -3.7670  -1.2397  -0.0868
H  0.9770  5.8696  2.7007
H  -1.6597  0.5480  -1.0247
O  -0.1038  -4.8822  -4.4629
P  4.2873  3.9833  -2.2139
O  1.0695  2.0887  0.1127
H  -2.0964  -0.9932  -0.4340
H  2.8541  0.4174  9.0627
H  -1.6262  -2.0427  2.9018
H  -3.0905  -2.1149  -4.5705
O  3.2749  -1.0569  -6.9412
C  -0.0693  -0.9057  -1.1992
C  -4.6669  -0.6248  -0.0961
O  -2.8779  -1.5556  1.7781
H  8.4393  3.9922  -3.0614
H  -1.3155  6.2078  1.2447
H  4.1591  3.6283  0.6209
C  1.5976  0.7691  -3.7898
C  -1.4307  -1.8953  7.2827
C  -1.2803  1.7131  -3.5733
H  1.7883  -5.1590  -6.4745
C  -3.7074  6.4539  4.9361
H  6.7513  3.7621  -4.3141
H  -4.9909  0.2387  2.6367
H  2.1541  -0.3520  -0.9928
H  3.6014  3.7162  -5.4651
O  -1.2576  6.0059  3.2461
H  1.3074  4.2842  3.3950
P  4.2328  -1.7861  0.0744
C  -2.0434  -2.3042  -4.8065
O  -5.1936  -0.4940  -1.4193
H  -5.8667  0.9671  -6.1700
P  0.0233  -0.1695  6.1248
H  -2.1150  -4.1238  -0.2806
H  -1.9249  -4.2498  -2.7419
H  -0.4974  -3.8801  0.1384
O  -3.2392  4.6674  2.2335
H  -0.8993  0.7013  -3.4344
C  -2.7925  1.6257  -3.8213
C  -1.0985  6.8134  2.1247
O  2.9244  -1.5644  -0.5770
H  3.1377  0.9496  -2.2200
H  -0.9759  -0.5821  1.5885
O  1.4715  0.4335  6.6205
H  -1.3957  8.8396  1.3116
C  -4.9992  -4.9805  1.6226
O  -5.0617  -0.4372  -3.9523
S  -2.9537  4.4452  -1.7482
H  0.5183  3.3294  -1.1444
H  1.1218  4.8096  -1.9186
H  1.8878  4.6068  -4.7122
H  3.9221  -4.2103  -6.0800
S  3.1282  5.2530  1.9497
H  4.8544  2.2704  -7.0673
H  3.7844  -0.1885  2.3344
H  -1.7378  -3.2221  1.3249
H  -1.7659  -1.5402  -5.5327
O  1.5401  0.5559  2.1441
C  2.2938  -3.0930  -0.9464
H  -0.1872  -1.9727  -1.3881
H  -4.6272  5.6784  6.6837
H  0.7474  -1.8481  -8.3840
C  -1.4412  3.1715  0.0617
C  -4.2211  0.7758  0.3910
H  -1.4488  -3.1082  -2.8025
H  -2.6704  8.1356  2.4285
H  -0.7064  2.3287  -1.6268
H  -7.1452  0.0975  -3.6724
C  3.4083  -3.8414  -6.9678
O  2.0489  -3.8737  -3.2385
C  3.7836  -1.2298  2.6569
H  -6.9155  -2.1939  2.8757
H  -1.5950  -2.4376  6.3516
C  -5.0234  -5.4064  0.2216
H  0.6294  -1.7278  -5.7489
C  -1.4654  -3.1120  8.1402
O  -3.3773  5.7963  -1.2935
H  2.5253  1.7913  0.8939
O  -3.6365  1.1769  -2.8083
H  -1.9978  -3.2456  -5.3539
H  3.0199  4.4456  -0.3269
C  1.9361  -4.1029  -6.7005
O  4.1500  -2.1836  1.6832
H  5.6895  -6.0503  1.0443
H  3.1044  6.1261  -0.4020
C  -4.9012  6.1979  5.7654
C  -6.6293  0.4101  -5.6256
C  0.6866  4.3077  1.2510
P  2.5133  0.0118  -6.2489
C  4.2322  2.9028  -5.1066
O  -0.0036  -4.1396  2.1007
C  0.3600  -7.5916  3.9500
H  0.5500  6.2674  0.2776
H  0.0207  -0.4541  -2.1871
H  -1.0775  2.5637  -2.9226
H  -6.6559  -0.6210  -5.9780
O  5.7845  3.5846  -2.6249
C  5.6990  -4.9692  0.9059
H  3.7826  -4.5254  0.0138
H  -5.8856  -4.5622  2.0996
H  4.5254  -1.3084  3.4516
O  2.4518  0.0145  -4.6246
H  0.6516  5.0251  -0.8636
O  3.5552  6.5460  2.4893
O  3.9385  2.7404  -1.2608
C  -0.6865  -3.3998  1.0984
C  4.3723  1.8461  -6.1866
H  -0.5616  -7.9670  4.3947
H  -1.0684  4.3010  -3.1990
H  1.3770  1.0082  -1.6465
S  0.9608  0.7915  0.8029
C  -2.8045  -6.4799  3.4632
H  1.6050  1.8268  -4.0530
H  -0.6511  1.6404  2.6744
C  -2.4869  -3.3071  -0.8993
H  -3.7929  3.4267  0.2589
H  -3.2053  1.0501  0.1065
H  0.4969  1.8922  7.7323
H  3.3235  -3.2718  -0.6366
H  6.7584  -4.8087  0.7061
O  0.0838  -2.3572  -3.6717
C  2.6039  5.3320  0.1521
C  -5.8886  -0.2786  2.9753
H  5.9533  5.3007  -3.8261
O  -0.6008  -6.4615  1.1326
C  2.5078  -1.4861  3.3756
O  3.0836  1.4813  -6.6142
H  0.5506  0.4738  -3.8573
H  -1.0971  -2.7444  9.0980
H  0.6420  -1.0707  2.7093
C  -1.3065  -2.2818  -3.4988
H  2.1467  -0.4201  -1.9899
O  -3.0127  -1.4098  -2.7702
H  7.6470  4.7150  -1.6874
H  2.4304  -7.4653  4.4059
H  2.2936  -0.6345  4.0214
O  -2.0307  -5.4098  2.9579
H  -6.7172  0.1228  2.3919
H  -3.2462  -2.9381  -2.9378
C  1.3497  4.8700  2.4768
H  0.1710  0.4563  3.3705
H  -1.1573  8.7862  3.0748
P  -2.3246  4.7906  3.4274
H  5.1794  3.4370  -5.0311
H  -1.5316  1.0431  1.3824
H  7.2766  -0.5409  -0.1284
H  -2.9719  1.0508  -4.7299
C  0.1144  -2.1122  1.1558
O  1.5826  -3.2389  -5.6131
H  1.3291  -0.4460  8.8506
C  4.3542  2.6886  0.1040
H  -3.1144  2.2598  -0.9017
H  -0.2682  -1.4354  0.3918
H  -0.7242  -3.8467  7.8257
H  -5.4125  7.0675  6.1782
H  7.1699  1.2650  -2.0120
H  -3.6953  -6.1262  3.9823
H  -5.9832  1.4658  -3.8283
H  -2.4079  -3.5948  8.3986
C  1.7848  0.5433  8.8926
H  1.4792  0.9055  9.8742
H  -3.9814  6.9234  3.9913
H  1.6900  -1.5335  2.6566
H  1.2668  3.0834  -2.4479
O  -3.7088  -2.7696  -0.3568
H  1.6631  -3.0619  -0.0580
H  -3.0031  7.0987  5.4617
H  -6.0597  -0.0428  4.0256
O  0.1824  -6.1847  3.6934
H  2.2393  2.1238  7.3105
H  -5.3506  -2.1484  3.6276
C  3.5866  1.5518  0.8266
H  0.5237  -8.2740  3.1160
O  4.0793  5.2923  -1.5335
H  -0.5419  -2.8211  -7.6303
C  6.5373  4.4436  -3.4907
H  -2.3337  -7.0559  4.2599
H  3.8024  -4.4850  -7.7543
H  -0.4016  4.2715  1.3031
O  -5.4195  -2.1881  1.5529
O  5.1607  -0.4293  0.1073
C  1.0621  5.3213  0.1017
C  0.0945  -1.0632  -6.4274
O  -1.1532  0.7776  6.0014
H  1.2986  -3.9060  -7.5624
H  -0.0563  -1.6480  2.1271
P  -0.5724  -5.6301  2.3344
H  -1.6208  -1.3576  -3.0137
O  -0.2225  -1.2222  7.3420
H  1.1607  -2.3669  0.9867
O  -3.9010  -4.0462  1.8279
H  -5.5709  5.4812  5.2902
H  -2.0481  -0.6599  3.8299
H  -1.7391  -2.5231  -0.7799
H  5.4347  2.5465  0.1270
H  -1.1738  3.9080  0.8194
C  -2.9225  3.1793  -0.3488
C  -2.0158  2.2504  4.1273
H  6.5173  -1.0058  -1.5345
O  3.3208  3.8258  -3.5155
H  5.4726  1.3413  -1.8031
C  -1.2697  -0.2829  -0.4369
H  -2.5255  -8.3023  2.3202
C  -0.5709  3.3151  -1.1833
H  -1.5918  -0.4950  2.1473
H  -4.6588  -5.8303  2.2141
H  4.9865  -4.9972  -1.1695
H  -0.8464  -0.8717  -5.9114
C  -1.1952  4.3999  -2.1209
H  -2.2299  -1.1852  7.4948
H  -3.4534  -7.0733  1.4779
C  1.0523  4.1084  -2.7501
H  4.0092  2.4665  -4.1330
H  -2.4665  1.8058  2.1716
H  8.2701  5.7695  -3.0512
C  1.2580  -0.5703  -0.4117

Calculated values
- LUMO level: 0.2 eV
- Spin multiplicity: 1
- Strongest force on any atom: 17.69 eV/Å
- Gap between HOMO and LUMO: 8.191 eV
- Molecular weight: 1999.923 g/mol



Formula: C35H37FP2V
Source: the OMol25 dataset
Level of theory: ωB97M-V with the def2-TZVPD basis set

Atoms and positions in Å:
H  -2.0921  0.5556  1.9618
H  2.4786  -1.5364  -3.7315
C  1.1516  -3.2255  -4.1129
C  2.1037  -1.1070  2.1511
H  6.6277  -0.1269  -1.7957
C  -4.2824  -0.0318  -1.2710
C  -3.7215  -0.0386  -2.7113
H  2.0343  1.6158  -2.7820
H  1.3187  4.3185  6.4224
H  4.6244  -1.1770  -0.7331
H  2.8414  4.2515  4.4453
H  4.0145  2.6309  -3.9287
C  4.5127  -0.3625  -1.4521
C  -0.7005  -0.7946  2.9878
H  -0.1961  -4.9364  -4.0743
C  4.1406  1.7785  -3.2401
H  -2.2861  3.5465  -1.3814
P  0.8102  0.1000  2.5311
H  -0.1326  1.7186  1.0752
H  -3.4764  2.6088  -2.1772
H  -1.4414  -4.1604  -2.0203
H  1.8077  -1.9005  1.4425
H  0.4528  1.1368  -1.1373
C  1.9511  2.4581  3.6442
H  -2.0738  -1.3352  -3.2384
C  -2.2593  -0.3565  -2.7573
C  -1.4425  2.0276  -2.7152
C  0.0842  1.5405  4.9085
H  -3.9296  -1.3405  2.0011
H  -4.5652  -1.0554  -0.9976
H  -0.2529  0.1668  -3.0269
H  -5.1847  0.5996  -1.2306
C  -3.0488  -1.4047  2.6467
C  1.6588  -2.1430  -3.4069
H  -4.2154  -0.8509  -3.2902
H  2.8738  -0.4807  1.6525
H  1.6000  -3.4875  -5.0599
H  2.6162  2.4422  2.7699
H  -3.7787  0.4573  0.8256
F  -1.6002  -2.1698  0.2326
C  -2.4809  2.4916  -1.6836
H  0.5671  -2.2369  3.8305
C  -3.3431  0.4965  -0.2024
H  -1.3134  -3.7565  4.4017
H  -0.7059  0.7923  5.0405
H  6.2895  1.7211  -3.4455
C  5.4213  1.2792  -2.9660
C  3.2149  0.0992  -1.7639
H  2.6414  -1.3708  3.0868
C  -2.8082  -2.5517  3.3877
C  -0.6240  -3.5733  -2.4765
H  -0.5361  2.6149  -2.5544
C  -1.9755  -0.4670  2.4693
H  -4.0470  0.8757  -3.2674
C  1.0625  -1.8167  -2.1854
H  -2.1147  2.1497  0.4898
C  2.0703  3.4836  4.5841
C  -1.2152  0.5492  -2.6865
C  -0.4736  -1.9969  3.6203
C  5.6226  0.2264  -2.0519
H  -3.6195  -3.2197  3.6317
C  0.9704  1.4396  3.8001
C  1.2067  3.5333  5.6820
C  -1.5364  -2.8584  3.8527
V  -1.6028  -0.1771  -0.4666
C  0.2134  0.6883  0.8939
C  0.6182  0.3443  -0.4105
C  -0.2112  -2.3456  -1.9612
H  -0.8928  -1.7930  -1.3007
C  -2.4082  1.6087  -0.4342
H  -0.4788  2.6160  6.6859
C  0.2065  2.5775  5.8443
C  0.0985  -3.9971  -3.6053
P  1.9265  -0.8555  -0.9281
H  -1.7945  2.2947  -3.7217
C  3.0295  1.2023  -2.6161

Calculated values
- Energy above the lowest of the compared OMol25 structures with the same formula, charge and spin: 232.5 kJ/mol
- LUMO level (alpha / beta): 0.0 / -0.1 eV
- Spin multiplicity: 4
- Strongest force on any atom: 4.90 eV/Å
- Gap between HOMO and LUMO (alpha / beta): 5.744 / 6.680 eV
- Expectation value of S²: 3.78
- Molecular weight: 589.571 g/mol



Formula: CH8NSi
Source: the OMol25 dataset
Level of theory: ωB97M-V with the def2-TZVPD basis set

Atoms and positions in Å:
H  -2.5414  -1.3319  -0.4941
H  1.3102  1.1964  0.7115
H  2.6995  0.3367  0.3965
Si  -2.5613  0.0435  -0.0321
C  0.8865  -0.6889  -0.0537
N  1.7396  0.5289  0.0617
H  1.1336  -1.2458  -0.9416
H  0.9427  -1.2803  0.8458
H  1.8053  0.9689  -0.8628
H  -2.7105  0.3598  1.3755
H  -2.7041  1.1127  -1.0065

Calculated values
- Energy above the lowest of the compared OMol25 structures with the same formula, charge and spin: 0.0 kJ/mol
- LUMO level (alpha / beta): -4.1 / -6.6 eV
- Spin multiplicity: 3
- Strongest force on any atom: 2.17 eV/Å
- Gap between HOMO and LUMO (alpha / beta): 6.295 / 9.081 eV
- Expectation value of S²: 2.01
- Charge: +1
- Molecular weight: 62.168 g/mol